Below is 2 unconnected molecules or ions with the total composition C6H14N2O2 at a distorted geometry, with properties calculated with wB97M-V/def2-TZVPD.

Values from the calculation:
Structure (SMILES) ... CNC(C)=O.CNC(C)=O
HOMO-LUMO gap ... 9.65 eV
Relative energy (zero: lowest compared OMol25 entry of this formula, charge and spin) ... 27.01 kcal/mol

Bonds (Å) are listed after each position.
Atoms and positions in Å:
1 C 2.62522 -1.16309 -0.71492  N2 1.470, H6 1.132, H7 1.102, H8 1.089
2 N 1.76379 -2.31365 -1.02195  C1 1.470, C3 1.387, H9 1.005
3 C 0.49295 -2.35556 -0.46877  N2 1.387, C4 1.526, O5 1.206
4 C -0.15206 -3.72403 -0.66506  C3 1.526, H10 1.062, H11 1.063, H12 1.093
5 O -0.02764 -1.39683 0.04420  C3 1.206
6 H 2.13792 -0.65360 0.17024  C1 1.132
7 H 3.56435 -1.59309 -0.33022  C1 1.102
8 H 2.78882 -0.43817 -1.51123  C1 1.089
9 H 2.27086 -3.14653 -1.26725  N2 1.005
10 H -1.11259 -3.66355 -1.11354  C4 1.062
11 H 0.54614 -4.44587 -1.01481  C4 1.063
12 H -0.46316 -4.14868 0.29307  C4 1.093
13 C -2.31236 1.50701 -0.64754  N14 1.445, H18 1.069, H19 1.094, H20 1.100
14 N -1.31643 1.40131 0.39436  C13 1.445, C15 1.383, H21 1.015
15 C -0.72556 2.54090 0.90957  N14 1.383, C16 1.506, O17 1.210
16 C 0.62124 2.30338 1.53908  C15 1.506, H22 1.151, H23 1.098, H24 1.099
17 O -1.25886 3.62312 0.82310  C15 1.210
18 H -1.95511 2.03031 -1.50912  C13 1.069
19 H -2.48088 0.50370 -1.04960  C13 1.094
20 H -3.32065 1.85213 -0.37368  C13 1.100
21 H -0.77836 0.54193 0.35483  N14 1.015
22 H 0.39205 2.36673 2.66556  C16 1.151
23 H 1.07418 1.32962 1.30860  C16 1.098
24 H 1.23043 3.21427 1.62503  C16 1.099

---

Below is 2 unconnected molecules or ions with the total composition C6H14N2O2 at a distorted geometry, with properties calculated with wB97M-V/def2-TZVPD.

Values from the calculation:
HOMO-LUMO gap (spin up / spin down) ... 8.41 / 3.11 eV
Relative energy (zero: lowest compared OMol25 entry of this formula, charge and spin) ... 53.54 kcal/mol
Charge ... +1
Spin multiplicity ... 2

Bonds (Å) are listed after each position.
Atoms and positions in Å:
1 C -0.22526 -1.06430 -2.92569  C3 1.519, H6 1.082, H9 1.101, H10 1.089
2 C 2.96125 -0.53814 -0.91583  N5 1.519, H8 1.086, H11 1.086, H12 1.083
3 C 1.11367 -0.51020 -2.46941  C1 1.519, O4 1.213, N5 1.360
4 O 1.68143 0.37372 -3.07547  C3 1.213
5 N 1.61466 -1.09290 -1.34730  C2 1.519, C3 1.360, H7 1.007
6 H -0.82103 -0.33648 -3.46068  C1 1.082
7 H 1.13050 -1.73245 -0.73797  N5 1.007
8 H 2.71498 0.48229 -0.63843  C2 1.086
9 H 0.03374 -1.87308 -3.62632  C1 1.101
10 H -0.73038 -1.60286 -2.12581  C1 1.089
11 H 3.30015 -1.11079 -0.05706  C2 1.086
12 H 3.54251 -0.70236 -1.81451  C2 1.083
13 C -2.90738 -0.26577 1.94536  N17 1.420, H19 1.101, H21 1.095, H22 1.103
14 C 0.35588 1.74739 1.92240  C15 1.513, H20 1.109, H23 1.079, H24 1.088
15 C -1.11884 1.62593 2.23828  C14 1.513, O16 1.193, N17 1.453
16 O -1.90172 2.44977 2.60237  C15 1.193
17 N -1.65495 0.37103 1.73916  C13 1.420, C15 1.453, H18 1.025
18 H -1.02739 -0.35350 1.37730  N17 1.025
19 H -3.57424 -0.42941 1.08530  C13 1.101
20 H 0.48263 1.57604 0.83381  C14 1.109
21 H -2.94262 -1.21488 2.49006  C13 1.095
22 H -3.54378 0.41953 2.53071  C13 1.103
23 H 0.67442 2.77771 1.87885  C14 1.079
24 H 0.84175 1.00371 2.55086  C14 1.088

---

Below is C6H14N2S2 in the gas phase at a distorted geometry, with properties calculated with wB97M-V/def2-TZVPD.

Values from the calculation:
Structure (SMILES) ... CNCCCN(C)C(=S)S
HOMO-LUMO gap ... 8.91 eV
Relative energy (zero: lowest compared OMol25 entry of this formula, charge and spin) ... 0.00 kcal/mol

Bonds (Å) are listed after each position.
Atoms and positions in Å:
1 C 2.43580 1.37479 -2.66961  N2 1.434, H11 1.083, H12 1.099, H13 1.123
2 N 1.54749 1.01140 -1.60389  C1 1.434, C3 1.478, H14 1.019
3 C 1.11353 -0.40034 -1.53724  N2 1.478, C4 1.526, H15 1.082, H16 1.076
4 C 0.38051 -0.68064 -0.22851  C3 1.526, C5 1.549, H17 1.085, H18 1.102
5 C -0.89092 0.17333 0.00571  C4 1.549, N6 1.492, H19 1.086, H20 1.084
6 N -1.36108 -0.12488 1.38940  C5 1.492, C7 1.485, C8 1.409
7 C -0.54908 0.39870 2.51733  N6 1.485, H21 1.092, H22 1.069, H23 1.079
8 C -2.33490 -1.09751 1.69297  N6 1.409, S9 1.673, S10 1.779
9 S -3.30221 -1.80232 0.52341  C8 1.673
10 S -2.71322 -1.44518 3.39575  C8 1.779, H24 1.354
11 H 1.88870 1.32364 -3.60267  C1 1.083
12 H 2.91225 2.36058 -2.57667  C1 1.099
13 H 3.25916 0.61615 -2.75593  C1 1.123
14 H 0.77402 1.66393 -1.48739  N2 1.019
15 H 0.51517 -0.60569 -2.41524  C3 1.082
16 H 1.98036 -1.03824 -1.55163  C3 1.076
17 H 0.08060 -1.72296 -0.26223  C4 1.085
18 H 1.14447 -0.53697 0.55196  C4 1.102
19 H -0.66366 1.23243 -0.06495  C5 1.086
20 H -1.62844 0.00294 -0.77015  C5 1.084
21 H -1.04895 1.22820 3.02182  C7 1.092
22 H 0.35211 0.82040 2.12516  C7 1.069
23 H -0.26678 -0.35989 3.23051  C7 1.079
24 H -3.62492 -2.39191 3.07207  S10 1.354

---

Below is a gas-phase ion, C6H14N3 (charge +1) at a distorted geometry, with properties calculated with wB97M-V/def2-TZVPD.

Values from the calculation:
Structure (SMILES) ... C[C@@H]1N=[N+](C)N(C)[C@@H]1C
HOMO-LUMO gap ... 8.98 eV
Relative energy (zero: lowest compared OMol25 entry of this formula, charge and spin) ... 78.78 kcal/mol
Charge ... +1

Bonds (Å) are listed after each position.
Atoms and positions in Å:
1 C 2.51112 0.97862 0.33178  C2 1.501, H10 1.109, H11 1.133, H12 1.114
2 C 1.26453 0.81173 -0.48712  C1 1.501, N3 1.452, C8 1.602, H13 1.159
3 N 0.17506 1.63895 0.00089  C2 1.452, N4 1.263
4 N -0.89152 0.96934 0.09879  N3 1.263, C5 1.482, N6 1.434
5 C -2.25690 1.45018 0.41404  N4 1.482, H14 1.085, H15 1.120, H16 1.078
6 N -0.80574 -0.30758 -0.54901  N4 1.434, C7 1.402, C8 1.474
7 C -1.89113 -1.19431 -0.50002  N6 1.402, H17 1.075, H18 1.065, H19 1.128
8 C 0.62608 -0.65367 -0.59376  C2 1.602, N6 1.474, C9 1.552, H20 1.042
9 C 1.03002 -1.63292 0.54078  C8 1.552, H21 1.112, H22 1.191, H23 1.101
10 H 2.41107 0.58067 1.36157  C1 1.109
11 H 2.71122 2.07430 0.54100  C1 1.133
12 H 3.40861 0.51688 -0.13897  C1 1.114
13 H 1.46902 1.28982 -1.52243  C2 1.159
14 H -2.73078 0.77282 1.11648  C5 1.085
15 H -2.65648 1.29132 -0.62014  C5 1.120
16 H -2.41189 2.46444 0.74343  C5 1.078
17 H -2.05438 -1.32062 0.55486  C7 1.075
18 H -2.61497 -0.75123 -1.14410  C7 1.065
19 H -1.57514 -2.16792 -0.97511  C7 1.128
20 H 0.96217 -1.13625 -1.45372  C8 1.042
21 H 2.12636 -1.45377 0.59054  C9 1.112
22 H 0.68331 -2.71589 0.18760  C9 1.191
23 H 0.51036 -1.50489 1.50262  C9 1.101